Density functional theory data (wB97M-V/def2-TZVPD) for 3 unconnected molecules or ions with the total composition C6H16NO in a non-equilibrium geometry.

```
24
Properties=species:S:1:pos:R:3
C 1.0555 -0.2026 -0.1633
C 0.7478 -0.8768 1.1154
C -0.5781 -1.6628 1.1711
C -1.8237 -0.7776 1.0278
C -2.2508 -0.1825 2.3205
C -1.9216 -0.4832 3.5813
N 1.5542 0.8994 -2.2037
H 2.1158 0.0545 -0.2035
H 0.4254 0.6645 -0.4113
H 1.5704 -1.4810 1.5055
H 0.5694 -0.0920 1.8945
H -0.5933 -2.3425 0.3090
H -0.7285 -2.3051 2.0376
H -2.6382 -1.4764 0.7974
H -1.8219 -0.1269 0.1501
H -2.9781 0.6273 2.2093
H -2.2138 0.0680 4.4630
H -1.0707 -1.1491 3.7265
H 2.4436 1.1273 -2.6947
H 0.8794 -0.8765 -1.0571
H 0.8742 1.4135 -2.7956
H 1.8033 1.9378 -4.2646
H 2.8810 2.2851 -5.3096
O 2.0589 2.5921 -4.9228
```

Results
Largest force on an atom = 2.18 eV Å⁻¹
Kohn-Sham gap = 2.9 eV
Charge = +1
E_HOMO = -12.90 eV
LUMO level = -9.98 eV

Density functional theory data (wB97M-V/def2-TZVPD) for 2 unconnected molecules or ions with the total composition C6H16NO in a non-equilibrium geometry.

```
24
Properties=species:S:1:pos:R:3
C -0.7340 1.9924 -0.7790
O -1.0984 1.7453 0.5318
C -0.6486 0.7803 -1.5950
C -0.0972 -0.5030 -1.2297
C 1.2982 -0.1412 -0.6454
C -0.9786 -1.2693 -0.2044
C -0.5592 -2.7055 0.0120
N 1.5050 0.9676 2.7371
H -1.4513 2.6651 -1.2541
H 0.2002 2.5598 -0.6858
H -1.9937 1.3909 0.5423
H -0.9054 0.9312 -2.6411
H -0.0732 -1.0491 -2.1713
H 1.9302 -1.0197 -0.5951
H 1.1257 0.3744 0.2926
H 1.8364 0.6011 -1.2493
H -2.0046 -1.2225 -0.5401
H -1.0129 -0.7014 0.7208
H -1.3457 -3.2446 0.5302
H -0.3083 -3.2135 -0.9236
H 0.4078 -2.7479 0.5195
H 1.5495 0.9855 3.7425
H 0.8934 1.7028 2.4214
H 2.4645 1.1213 2.4637
```

Results
Largest force on an atom = 1.51 eV Å⁻¹
Kohn-Sham gap = 6.1 eV
Charge = +1
E_HOMO = -13.03 eV
LUMO level = -6.95 eV

Density functional theory data (wB97M-V/def2-TZVPD) for a gas-phase ion, C6H16NO (charge +1) in a non-equilibrium geometry.

```
24
Properties=species:S:1:pos:R:3
C 0.1568 1.6503 -2.3674
C -0.5061 1.3771 -1.0176
C -0.4497 -0.1263 -0.5525
C 0.7003 -0.9372 -1.1617
C -0.5022 -0.1347 0.9737
N 0.8130 0.4105 1.4879
C -0.6066 -1.5417 1.6063
O -0.2068 -1.4737 2.9634
H -0.1670 2.6167 -2.7454
H -0.1673 0.8736 -3.0719
H 1.2309 1.4995 -2.2935
H -1.5735 1.6064 -1.1171
H -0.1685 2.0330 -0.2098
H -1.3795 -0.5693 -0.8964
H 0.4903 -1.0810 -2.2218
H 1.6298 -0.3817 -1.1824
H 0.8951 -1.8929 -0.6866
H -1.2784 0.4770 1.4122
H 0.8877 0.2124 2.4898
H 1.0462 1.3905 1.3019
H 1.5773 -0.1356 1.0740
H -1.6410 -1.8660 1.5009
H 0.0708 -2.2192 1.1076
H -0.8515 -1.7878 3.6065
```

Results
Largest force on an atom = 1.16 eV Å⁻¹
Kohn-Sham gap = 11.6 eV
Charge = +1
E_HOMO = -14.84 eV
LUMO level = -3.20 eV

Density functional theory data (wB97M-V/def2-TZVPD) for 2 unconnected molecules or ions with the total composition C6H16NO3P in a non-equilibrium geometry.

```
27
Properties=species:S:1:pos:R:3
C 2.8251 -1.3969 0.7274
C 3.5041 0.0165 0.4007
C 4.6501 -0.0878 -0.6124
O 2.5829 0.9317 -0.2010
P 1.1583 1.3385 0.4880
N 1.0398 2.6540 -0.4369
O 0.0166 0.4659 -0.3995
H 3.5169 -2.1919 0.9488
H 2.2793 -1.2812 1.5936
H 2.3845 -1.7544 -0.0944
H 3.6927 0.3044 1.4402
H 4.3187 -0.8396 -1.4687
H 5.5311 -0.4274 -0.1389
H 4.7743 0.7789 -1.1092
H 0.5219 3.5172 -0.3417
H 0.9528 2.3737 -1.4194
H -0.5974 -0.0823 0.1459
C -4.8286 0.6802 0.8041
C -3.8300 -0.2654 0.1574
C -4.2383 -0.9458 -1.0398
O -2.6825 -0.3809 0.5242
H -5.2369 0.1141 1.5874
H -5.6678 0.9533 -0.0135
H -4.1683 1.4740 1.1045
H -4.1131 -0.4684 -1.9743
H -3.7782 -1.9157 -1.1260
H -5.4218 -0.9756 -1.0905
```

Results
Largest force on an atom = 4.70 eV Å⁻¹
Kohn-Sham gap = 9.5 eV
E_HOMO = -8.71 eV
LUMO level = 0.80 eV

Density functional theory data (wB97M-V/def2-TZVPD) for a gas-phase ion, C6H16NO3S (charge +1) in a non-equilibrium geometry.

```
27
Properties=species:S:1:pos:R:3
C -4.3491 -0.6244 0.0839
C -3.0591 0.2254 -0.2430
C -1.7398 -0.5140 -0.1077
S -0.5913 0.6578 0.4280
O -0.3963 1.7562 -0.4431
O -0.5676 0.9673 1.8179
O 0.7569 -0.4571 0.1681
N 2.1321 -0.0026 -0.0003
C 2.6890 -1.1478 0.6043
C 2.5110 1.2231 0.6872
C 2.3085 0.1116 -1.4984
H -4.3927 -1.5160 -0.6032
H -4.2356 -0.8040 1.0553
H -5.2591 0.1119 -0.0106
H -3.0030 1.0427 0.4654
H -3.2221 0.6884 -1.2549
H -1.6558 -1.3778 0.6374
H -1.3593 -0.8231 -1.1670
H 2.3870 -2.1006 -0.0420
H 3.7011 -1.0909 0.4417
H 2.3597 -1.2918 1.7420
H 1.8730 2.0789 0.4054
H 2.3112 1.2261 1.7542
H 3.5310 1.4280 0.5194
H 2.1097 1.0703 -1.9776
H 3.4367 -0.1501 -1.6567
H 1.7240 -0.6875 -1.8057
```

Results
Largest force on an atom = 5.15 eV Å⁻¹
Kohn-Sham gap = 12.4 eV
Charge = +1
E_HOMO = -15.27 eV
LUMO level = -2.85 eV

Density functional theory data (wB97M-V/def2-TZVPD) for a gas-phase ion, C6H16NO3SSi (charge -1) in a non-equilibrium geometry.

```
28
Properties=species:S:1:pos:R:3
C 0.6830 1.8482 1.0254
C 2.7624 1.1614 -0.3256
C 0.4993 1.4863 -1.4672
C 0.0140 -2.7077 -0.8247
C -0.6292 -1.6314 2.0416
C 1.1727 1.0705 -0.1899
N -2.3277 -0.9092 -0.2269
O -2.5360 1.6517 0.2274
O -4.5640 0.4050 -0.4652
O 0.8895 -0.2614 0.0004
Si -0.6247 -1.1626 0.1652
S -3.0900 0.6868 -0.7129
H -0.2002 1.3151 1.3395
H 1.4792 1.8834 1.7158
H 0.4436 2.8056 0.8430
H 3.2017 0.4729 0.4047
H 3.1083 2.1737 -0.1518
H 2.9946 0.7977 -1.3286
H 1.0364 2.3740 -1.8259
H 0.5938 0.7350 -2.1647
H -0.5410 1.5079 -1.2776
H 1.1473 -2.7877 -0.9299
H -0.3087 -3.5182 -0.3483
H -0.3864 -2.7959 -1.7902
H 0.1260 -2.1984 2.3943
H -0.6592 -0.7559 2.6576
H -1.5403 -2.1742 2.2704
H -2.7444 -1.4726 -1.0559
```

Results
Largest force on an atom = 4.47 eV Å⁻¹
Kohn-Sham gap = 7.2 eV
Charge = -1
E_HOMO = -3.95 eV
LUMO level = 3.27 eV

Density functional theory data (wB97M-V/def2-TZVPD) for 2 unconnected molecules or ions with the total composition C6H16NOP in a non-equilibrium geometry.

```
25
Properties=species:S:1:pos:R:3
C 1.7022 -0.9104 -0.5345
C 2.2919 0.2016 -0.1103
C 3.3396 0.4127 1.0361
C 1.9174 1.5111 -0.7222
H 2.1616 -1.9167 -0.3272
H 1.2127 -1.0398 -1.5219
H 3.1123 -0.2088 1.8944
H 4.3630 0.0564 0.5885
H 3.4913 1.3882 1.3885
H 2.3374 1.6067 -1.8624
H 2.1959 2.4846 -0.2695
H 0.8214 1.4486 -0.7507
C -2.4331 -2.1165 -0.5979
C -2.9650 -0.9160 0.0673
P -1.7336 0.4867 -0.1482
N -0.9982 0.5757 1.3465
O -2.9256 1.6620 -0.1777
H -2.7662 -2.3549 -1.5550
H -1.4275 -1.9500 -0.8596
H -2.4636 -2.9555 0.0662
H -3.1306 -1.0264 1.1710
H -3.8393 -0.4708 -0.5696
H -0.0733 0.7835 1.2307
H -1.3126 0.9945 2.1875
H -2.8782 2.2534 -0.9700
```

Results
Largest force on an atom = 4.16 eV Å⁻¹
Kohn-Sham gap = 9.4 eV
E_HOMO = -8.45 eV
LUMO level = 0.90 eV

Density functional theory data (wB97M-V/def2-TZVPD) for 2 unconnected molecules or ions with the total composition C6H16NPS in a non-equilibrium geometry.

```
25
Properties=species:S:1:pos:R:3
C 1.2289 1.0380 -2.5566
C 2.2850 -0.2722 2.0930
C -2.0394 -1.2909 -0.2099
C -2.2267 0.2914 1.5299
C 0.0220 0.3066 -1.9663
C 1.7669 -0.8870 0.8691
N -1.6922 0.0131 0.2124
P -0.1253 0.6769 -0.1429
S 0.2020 2.5461 0.3360
H 1.1002 1.0549 -3.6325
H 1.2435 2.0283 -2.0626
H 2.2342 0.5874 -2.2708
H 1.8119 0.6676 2.3504
H 2.0501 -0.8715 3.0077
H 3.3923 0.0128 1.9369
H -1.8297 -1.3778 -1.2604
H -1.4295 -2.0966 0.4021
H -3.0884 -1.2803 -0.2112
H -1.8299 1.3713 1.8027
H -3.3889 0.4040 1.4909
H -1.8235 -0.5258 2.1579
H -0.0535 -0.8261 -2.1756
H -0.8941 0.6661 -2.5375
H 0.9612 -1.5912 0.9524
H 2.1229 -0.6449 -0.1149
```

Results
Largest force on an atom = 3.87 eV Å⁻¹
Kohn-Sham gap (alpha / beta) = 7.5 / 7.5 eV
E_HOMO (alpha / beta) = -7.46 / -7.46 eV
LUMO level (alpha / beta) = 0.06 / 0.07 eV

> Which of these has the highest largest force on an atom?

C6H16NO3S